A molecular structure, C54H36Br4O3P2SZn. Source: OMol25; level of theory: ωB97M-V/def2-TZVPD.

```
101
Properties=species:S:1:pos:R:3
Zn -1.478 0.278 0.175
O 2.402 1.501 1.164
S 1.737 0.623 0.207
C 2.150 -1.137 0.791
C 3.068 -1.932 0.078
C 3.806 -2.905 0.692
C 3.605 -3.216 2.027
C 4.292 -4.104 3.020
C 3.601 -3.887 4.408
C 2.632 -2.748 4.136
C 1.739 -2.098 4.932
C 0.841 -1.139 4.422
C 0.799 -0.888 3.014
P -0.552 0.207 2.469
C -0.313 1.853 3.150
C -1.283 2.846 2.946
C -1.170 4.062 3.626
C -0.139 4.202 4.518
C 0.926 3.300 4.626
C 0.848 2.119 3.908
C -1.988 -0.426 3.429
C -2.537 -1.656 2.994
C -3.510 -2.305 3.757
C -3.923 -1.794 4.979
C -3.279 -0.654 5.411
C -2.371 0.062 4.662
C 1.782 -1.483 2.138
C 2.615 -2.482 2.724
C 2.922 0.858 -1.127
C 4.199 1.288 -0.733
C 5.276 1.168 -1.633
C 5.009 0.986 -2.981
C 5.932 1.015 -4.173
C 4.951 0.998 -5.381
C 3.573 0.723 -4.771
C 2.353 0.446 -5.333
C 1.292 0.180 -4.469
C 1.295 0.371 -3.069
P -0.249 0.220 -2.165
C -0.783 -1.278 -2.984
C -1.742 -1.389 -3.978
C -2.139 -2.622 -4.512
C -1.633 -3.801 -4.002
C -0.729 -3.736 -2.956
C -0.290 -2.493 -2.506
C -1.165 1.588 -3.033
C -0.540 2.779 -3.531
C -1.296 3.683 -4.228
C -2.681 3.599 -4.381
C -3.280 2.563 -3.745
C -2.548 1.583 -3.079
C 2.529 0.719 -2.452
C 3.665 0.819 -3.363
H 3.191 -1.696 -0.997
H 4.552 -3.521 0.165
H 5.357 -3.904 3.052
H 4.160 -5.118 2.585
H 4.377 -3.617 5.165
H 3.154 -4.815 4.755
H 1.678 -2.329 5.978
H 0.320 -0.473 5.101
H -2.099 2.644 2.270
H -1.950 4.809 3.545
H -0.076 5.076 5.126
H 1.854 3.499 5.236
H 1.646 1.410 3.977
H -2.377 -1.933 1.963
H -3.915 -3.230 3.407
H -4.670 -2.255 5.617
H -3.524 -0.271 6.381
H -1.993 1.020 5.060
H 4.345 1.460 0.339
H 6.322 1.173 -1.264
H 6.457 0.094 -4.177
H 6.589 1.847 -4.140
H 5.237 0.243 -6.130
H 4.973 1.970 -5.859
H 2.227 0.256 -6.416
H 0.362 -0.140 -5.001
H -2.159 -0.444 -4.347
H -2.785 -2.688 -5.383
H -1.940 -4.765 -4.371
H -0.309 -4.584 -2.517
H 0.472 -2.491 -1.655
H 0.512 2.950 -3.424
H -0.769 4.530 -4.656
H -3.257 4.316 -4.966
H -4.356 2.434 -3.732
H -3.106 0.796 -2.577
Br -8.010 2.960 0.658
C -6.561 1.836 0.233
C -6.775 0.458 0.086
Br -8.531 -0.174 0.151
C -5.756 -0.503 -0.059
Br -6.008 -2.316 -0.471
C -4.422 -0.050 0.046
O -3.363 -0.793 -0.022
C -4.141 1.454 0.275
O -2.915 1.848 0.327
C -5.254 2.336 0.292
Br -4.980 4.222 0.558
```

Properties
F_max in hartree/bohr: 0.06348
E_HOMO in eV: -5.92
E in eV: -420723.879
Energy above the lowest of the compared OMol25 structures with the same formula, charge and spin in kcal per mole: 37.49
Gap between HOMO and LUMO in Ha: 0.187

Results of the Mulliken charge analysis, in e, for atoms 1 through 5:
1 Zn 1.26
2 O -0.74
3 S 1.17
4 C 0.46
5 C 0.36